# 1
DFT (the ωB97M-V functional and the def2-TZVPD basis) results for a structure of composition C30H44BCl5IrN2O5P2S in a non-equilibrium geometry.

CARTESIAN COORDINATES (ANGSTROEM)
Ir: 1.2028 0.3011 0.0008
C: -2.0605 2.4649 -3.1187
C: -1.0477 1.4405 -2.5775
C: -1.8771 0.3501 -1.8829
C: -0.2686 0.8850 -3.7720
P: 0.1369 2.0301 -1.2438
C: -0.9657 3.0106 -0.1149
N: -0.9247 2.3047 1.1258
B: -0.1638 1.1215 1.3222
N: -0.4461 0.6944 2.6492
C: -0.0419 -0.5788 3.1748
P: 0.0391 -1.6370 1.6627
C: 0.9764 -3.1742 2.2500
C: 2.4830 -2.9109 2.2911
C: 0.7447 -4.3542 1.3022
C: 0.5648 -3.5512 3.6819
C: -1.7644 -2.1041 1.3534
C: -2.6290 -0.8353 1.3486
C: -1.8449 -2.7268 -0.0437
C: -2.3813 -3.0537 2.3829
C: -1.3091 1.6055 3.2412
C: -1.8792 1.6307 4.5012
C: -2.7552 2.6707 4.8010
C: -3.0533 3.6562 3.8669
C: -2.4850 3.6348 2.5960
C: -1.6165 2.6034 2.2951
C: 1.3274 3.3532 -1.8688
C: 2.5117 2.7296 -2.6099
C: 1.8319 4.2091 -0.6897
C: 0.6297 4.3193 -2.8333
H: -2.7788 1.8967 -3.7153
H: -1.6277 3.2102 -3.7712
H: -2.6311 2.9687 -2.3380
H: -2.5424 -0.1052 -2.6196
H: -2.5021 0.7782 -1.0955
H: -1.2503 -0.4358 -1.4681
H: -0.9422 0.2934 -4.3961
H: 0.5573 0.2506 -3.4771
H: 0.1249 1.6980 -4.3847
H: -1.9795 3.0612 -0.5173
H: -0.5928 4.0299 -0.0165
H: -0.7840 -0.9619 3.8797
H: 0.9355 -0.5321 3.6592
H: 2.9017 -2.7865 1.3011
H: 2.9522 -3.7809 2.7587
H: 2.7395 -2.0301 2.8802
H: 0.9574 -4.0846 0.2653
H: -0.2670 -4.7508 1.3606
H: 1.4290 -5.1584 1.5824
H: 0.7680 -2.7450 4.3873
H: 1.1825 -4.4003 3.9847
H: -0.4720 -3.8510 3.7826
H: -2.2406 -0.0652 0.6842
H: -2.7472 -0.4074 2.3438
H: -3.6227 -1.1139 0.9882
H: -1.3531 -2.0909 -0.7769
H: -2.8941 -2.8369 -0.3310
H: -1.3834 -3.7097 -0.0997
H: -2.2942 -2.6843 3.4056
H: -1.9644 -4.0566 2.3299
H: -3.4480 -3.1347 2.1577
H: -1.6421 0.8760 5.2402
H: -3.2069 2.7143 5.7831
H: -3.7350 4.4534 4.1310
H: -2.7170 4.4020 1.8678
H: 2.1942 2.0413 -3.3925
H: 3.1746 2.2061 -1.9321
H: 3.0747 3.5374 -3.0845
H: 1.1101 4.9798 -0.4184
H: 2.0920 3.6326 0.1918
H: 2.7331 4.7266 -1.0263
H: 0.4705 3.8756 -3.8127
H: 1.2969 5.1737 -2.9695
H: -0.3162 4.7027 -2.4483
Cl: 3.1136 -4.7472 -5.5065
C: 2.3917 -3.6460 -4.3984
C: 3.1575 -2.6894 -3.7418
Cl: 4.8388 -2.5698 -4.0920
C: 2.5796 -1.8300 -2.8100
Cl: 3.5289 -0.5637 -2.1386
C: 1.2260 -1.9262 -2.4334
O: 0.6514 -1.2530 -1.4828
C: 0.4528 -2.8105 -3.2255
Cl: -1.2677 -2.7765 -3.0639
C: 1.0206 -3.6721 -4.1565
Cl: 0.0335 -4.7843 -5.0271
O: 4.8003 0.8970 1.4369
S: 3.4024 0.6791 1.3027
O: 3.0195 -0.6505 0.6682
O: 2.6023 0.8654 2.5042
O: 2.7552 1.6023 0.1988

The HOMO energy (alpha / beta) is -8.0 / -8.0 eV. The HOMO-LUMO gap (alpha / beta) comes out at 7.242 / 6.095 eV. The spin multiplicity is 2. The value obtained for the calculated total energy is -5166.40047 Ha. Its energy above the lowest of the compared OMol25 structures with the same formula, charge and spin is 38.1 kcal/mol. Its strongest force on any atom is 1.37 eV/A. Its expectation value of S² is 0.76.

The Mulliken scheme yields these atomic charges, measured in e: 1.3673, -1.8611, 2.0132, -1.0706, -2.1455, 1.0723, -1.7576, 0.5061, -0.4338, 0.5802, -1.9044, 0.0514, 2.2186, -1.9818, -1.8266, -1.8852, 2.5763, -2.3047, -1.5381, -2.0712, 0.5490, -0.7760, -0.7669, -0.7943, -0.8658, 0.3391, 2.2656, -1.6878, -1.9626, -1.8288, 0.5805, 0.3842, 0.2854, 0.8602, 0.3662, -0.8518, 0.5671, 0.2249, 0.3308, 0.7008, 0.5627, 0.6880, 0.4262, 0.3017, 0.6243, 0.2961, 0.1868, 0.2997, 0.5564, 0.3084, 0.5702, 0.3048, 0.0449, 0.3359, 0.8412, -0.5582, 0.5733, 0.3883, 0.3271, 0.3838, 0.5068, 0.4792, 0.4095, 0.4100, 0.4894, 0.2806, 0.1495, 0.5849, 0.4380, 0.2100, 0.5778, 0.3131, 0.5473, 0.2888, -0.1992, 0.2403, 0.1848, -0.1926, 0.8482, -0.2186, -2.1880, 1.8627, 0.6791, -0.1611, 0.1144, -0.2036, -0.7008, 1.0660, -0.4505, -0.6779, -0.6739

***

# 2
DFT (the ωB97M-V functional and the def2-TZVPD basis) results for a structure of composition C30H44Br2N2P2Pb in a non-equilibrium geometry.

CARTESIAN COORDINATES (ANGSTROEM)
N: -4.8598 -0.6688 2.8490
C: -3.8811 0.0193 3.4235
C: -2.8861 0.6649 2.6924
C: -2.9887 0.6397 1.2753
C: -3.9823 -0.1706 0.6875
C: -4.9182 -0.7689 1.5277
C: -2.1232 1.4484 0.4394
Pb: 0.1673 -0.1573 -0.1650
P: 2.1252 0.7678 -1.4959
C: -2.0495 1.3031 -0.9609
C: -1.4208 2.2765 -1.8425
C: -1.6235 2.1379 -3.2351
C: -1.1662 3.1229 -4.1012
C: -0.4151 4.1786 -3.5874
C: -0.1456 4.3006 -2.2208
C: -0.6180 3.3226 -1.3477
Br: 0.2534 5.5120 -4.7807
H: -1.4793 2.1666 0.9509
H: -2.4531 0.4091 -1.4534
H: -2.0973 1.2154 3.2005
H: -4.0793 -0.2737 -0.3997
H: -3.8913 0.0903 4.5077
H: -5.7410 -1.3305 1.0845
H: -2.1909 1.2876 -3.6106
H: -0.4012 3.4084 -0.2762
H: -1.4007 3.0795 -5.1533
H: 0.3924 5.1600 -1.8455
P: -0.5620 -2.6436 -0.5857
C: 2.7114 2.2529 -0.6676
C: 3.4870 3.1895 -1.5979
H: 3.3312 1.9519 0.1946
H: 1.8368 2.7836 -0.2534
H: 3.8179 4.0614 -1.0142
H: 4.3785 2.6905 -2.0079
H: 2.8602 3.5568 -2.4267
C: 1.6042 1.1167 -3.1895
C: 2.7354 0.9860 -4.2094
H: 1.1407 2.1145 -3.2254
H: 0.7967 0.4115 -3.4484
H: 2.3396 1.2162 -5.2094
H: 3.5525 1.6885 -3.9907
H: 3.1342 -0.0394 -4.2276
C: 3.3208 -0.5836 -1.4467
C: 4.7619 -0.0972 -1.6044
H: 3.0683 -1.3226 -2.2278
H: 3.2034 -1.1011 -0.4798
H: 5.4333 -0.9667 -1.5712
H: 4.9071 0.4128 -2.5675
H: 5.0416 0.5886 -0.7905
C: 0.4950 -3.8445 0.2281
C: 2.0037 -3.6535 0.0486
H: 0.1741 -4.8109 -0.1973
H: 0.2451 -3.8286 1.3007
H: 2.5181 -4.4987 0.5256
H: 2.2982 -3.6396 -1.0103
H: 2.3937 -2.7402 0.5229
C: -0.3041 -2.7890 -2.3831
C: -1.1635 -1.8548 -3.2424
H: -0.5294 -3.8495 -2.5923
H: 0.7694 -2.6142 -2.5805
H: -0.9518 -2.0636 -4.2992
H: -2.2369 -2.0194 -3.0720
H: -0.9596 -0.7824 -3.0840
C: -2.2550 -3.1036 -0.2256
C: -2.5422 -3.2188 1.2763
H: -2.4052 -4.0726 -0.7326
H: -2.9262 -2.3589 -0.6841
H: -3.6025 -3.4633 1.4182
H: -1.9422 -4.0080 1.7492
H: -2.3530 -2.2835 1.8237
Br: 1.4197 -2.1077 5.3221
C: 1.2854 -0.5567 4.2079
C: 1.6202 0.7164 4.6788
C: 1.4926 1.8008 3.8176
C: 1.0504 1.5876 2.5201
N: 0.7672 0.3506 2.0681
C: 0.8463 -0.7253 2.8932
H: 1.9656 0.8175 5.7013
H: 1.7361 2.8260 4.1093
H: 0.9361 2.3932 1.7915
H: 0.5744 -1.6882 2.4671

The HOMO energy is -12.0 eV. The charge is +2. The HOMO-LUMO gap comes out at 5.698 eV. The spin multiplicity is 1. The value obtained for the calculated total energy is -7302.05257 Ha. Its strongest force on any atom is 3.01 eV/A.

The Mulliken scheme yields these atomic charges, measured in e: -0.5341, -0.5325, -0.3225, 0.8006, -0.2555, -0.7024, -0.1411, 0.3119, 0.3642, -0.5996, 0.7137, -0.7783, -0.7042, -0.3148, -0.7129, 0.0656, -0.0875, 0.3872, 0.3625, 0.4290, 0.5815, 0.3936, 0.4069, 0.4686, 0.3562, 0.5131, 0.5505, 0.8907, -0.0427, -1.4109, 0.5191, -0.0525, 0.4647, 0.3086, 0.2617, 0.8535, -1.4608, -0.5723, 0.0794, 0.4606, 0.2811, 0.3303, 0.0522, -1.4863, 0.3836, 0.0723, 0.4562, 0.2991, 0.3419, -0.7871, -1.0706, 0.5503, 0.4059, 0.4570, 0.3020, 0.1155, -0.6521, -0.9309, 0.6148, 0.1523, 0.4342, 0.3571, -0.0837, -0.5360, -1.2271, 0.5609, 0.2445, 0.4056, 0.4108, 0.1525, -0.1182, -0.3849, -0.1909, -0.9819, 0.1257, 0.1790, -0.0106, 0.4974, 0.4833, 0.1617, 0.3145